(1)
Here is 5 unconnected molecules or ions with the total composition C46H56ClN4O19S from OMol25. Energies are from ωB97M-V/def2-TZVPD.

For the calculated total energy, the calculation gives -116818.40778 eV. The strongest force on any atom comes out at 0.070 Eh/bohr.

ORCA input file:
```
! RIJCOSX wB97M-V def2-TZVPD def2/J DEFGRID3
* xyz 1 1
Cl -1.72 -4.23 -3.22
S -5.26 0.23 -5.48
O -3.46 9.17 4.80
O -9.57 -2.94 1.37
O 6.90 -7.65 -4.26
O 2.99 10.99 5.91
O -1.96 6.86 0.01
O 0.25 7.78 3.88
O 4.46 8.94 6.87
O -0.46 0.91 -2.58
O 3.96 -8.16 -0.64
O -2.29 -1.73 -2.82
O 1.67 5.72 4.90
O 7.72 -10.17 -3.77
O -3.83 10.41 2.43
O -4.37 -1.99 1.38
O -1.66 5.59 2.37
O 4.85 -10.66 -0.10
O 6.74 0.31 -0.69
O -8.41 -2.35 3.73
O -5.54 -2.50 -0.98
N -0.60 3.24 0.70
N 0.21 -1.04 -1.23
N 0.83 -3.43 -1.64
N -2.09 -3.83 -0.19
C -3.01 0.59 -2.81
C 7.84 -0.51 -1.09
C 5.37 -9.97 -1.13
C -6.35 -2.14 2.64
C 1.59 -0.71 -1.71
C 1.57 9.46 4.87
C -6.29 -2.49 0.13
C -2.27 -0.56 -1.99
C -1.13 -2.54 -2.79
C -0.86 0.00 -1.54
C -8.38 -2.71 1.34
C 6.87 -9.73 -3.03
C -2.55 7.34 3.67
C -5.58 -2.19 1.41
C -3.32 9.31 2.39
C 1.21 8.08 4.58
C -0.31 -2.14 -4.12
C 3.11 7.26 5.92
C -0.48 2.29 -0.24
C 3.49 8.64 6.20
C 0.76 -4.75 -1.06
C -2.90 8.68 1.14
C 1.92 -5.63 -1.69
C 5.41 -7.82 -2.46
C 4.48 0.31 0.35
C 2.04 6.99 5.17
C 6.36 -8.34 -3.24
C -7.67 -2.39 2.61
C -0.25 -2.48 -1.47
C -3.09 8.56 3.66
C 4.84 -8.60 -1.36
C -1.47 2.97 1.71
C 2.21 0.59 -1.00
C -4.57 0.28 -2.72
C 6.32 -10.50 -1.91
C -1.00 -2.86 -0.11
C -5.09 -0.67 -3.87
C -2.04 0.68 0.76
C -2.35 7.46 1.15
C -2.15 6.70 2.42
C -2.18 1.72 1.74
C 5.84 -0.47 0.12
C 2.64 9.73 5.63
C 3.80 0.45 -1.07
C -1.11 0.99 -0.34
C -7.60 -2.74 0.10
H -6.14 -0.95 -3.59
H -0.42 -2.92 -4.92
H 2.85 -5.28 -1.18
H -3.82 10.04 4.53
H -0.28 -3.06 0.73
H -2.98 -0.78 -1.15
H -2.38 6.79 4.58
H 3.73 6.48 6.35
H -2.70 0.62 -3.88
H -1.92 -4.66 0.36
H 1.77 -6.70 -1.41
H -0.78 -1.22 -4.56
H 1.97 1.43 -1.69
H 7.55 -8.24 -4.66
H 1.97 -5.47 -2.80
H 1.84 0.73 0.04
H -5.07 1.27 -2.89
H 6.71 -11.49 -1.75
H 6.35 -0.75 1.08
H -2.89 1.58 -2.30
H 1.68 -0.49 -2.79
H 4.19 1.40 -1.51
H 7.64 -1.05 -2.05
H -2.63 -0.26 0.80
H -1.60 5.99 0.28
H -9.32 -2.56 3.45
H 5.03 -6.82 -2.61
H 5.60 -1.39 -0.50
H 0.23 2.55 -1.06
H -1.52 -1.92 0.24
H -4.87 -0.03 -1.68
H 3.79 10.92 6.47
H -2.99 -3.42 0.04
H -0.19 -5.33 -1.17
H 0.98 -4.75 0.05
H 0.32 -0.97 -0.20
H 8.08 -1.28 -0.32
H -0.22 0.43 -3.39
H 4.81 1.35 0.64
H 1.41 -3.31 -2.45
H 0.79 -2.03 -3.95
H 0.87 5.80 4.34
H -1.64 3.74 2.52
H 8.76 0.11 -1.26
H -3.05 9.24 0.22
H 4.19 -10.07 0.31
H -5.82 -1.91 3.55
H 0.94 10.24 4.45
H -2.89 1.54 2.58
H 2.36 -1.47 -1.47
H -4.63 -2.30 -0.69
H -4.53 -1.63 -3.97
H -4.01 0.13 -6.01
H -8.13 -2.96 -0.82
H 4.12 -0.36 -1.78
H 3.85 -0.16 1.13
*
```

(2)
Here is a molecular structure, C46H57CuF3N2O3SSb3 from OMol25. Energies are from ωB97M-V/def2-TZVPD.

The expectation value of S² is 0.764. For the calculated total energy, the calculation gives -140984.51052 eV. The calculation puts the relative energy (zero: lowest compared OMol25 entry of this formula, charge and spin) at 18.4 kcal per mole. The strongest force on any atom comes out at 0.013 Eh/bohr.

ORCA input file:
```
! RIJCOSX wB97M-V def2-TZVPD def2/J DEFGRID3
* xyz 1 2
Sb 0.63 -3.09 0.57
Sb -2.57 -2.61 0.28
Sb -2.38 1.18 -0.16
Cu 0.25 0.64 -0.75
S 1.09 2.70 -0.52
F 1.01 -6.77 -4.41
F 6.61 -1.92 1.73
F -0.76 -6.96 5.25
O 3.44 -1.64 -4.54
O 2.93 -1.08 -2.05
O 0.79 -1.06 -1.41
N 2.44 2.64 -2.78
N 3.48 1.57 -1.03
C 2.68 -2.71 0.95
C 0.15 -4.84 -3.42
C -0.45 -0.51 -5.36
C -0.50 -6.65 2.94
C 0.26 -4.03 3.44
C 6.07 1.71 0.90
C 0.72 -4.36 -1.12
C 4.58 1.92 1.17
C 3.03 -1.99 2.09
C 6.55 2.16 -0.48
C 4.37 -1.72 2.36
C -0.03 -0.58 -4.05
C 1.72 -1.04 -2.31
C 0.22 -4.50 2.13
C -5.30 -1.10 0.80
C 2.16 -1.31 -4.77
C -2.78 -2.92 2.39
C 5.32 -2.18 1.47
C -0.17 -5.81 1.89
C 1.27 -0.98 -3.73
C 5.00 -2.88 0.33
C -0.44 -6.16 4.23
C -4.68 -2.05 -0.16
C -6.50 0.57 2.70
C 3.66 -3.14 0.06
C 1.72 -1.27 -6.09
C 3.75 5.49 -2.89
C -4.53 0.94 -0.50
C -5.98 -1.63 1.90
C -0.06 -4.85 4.50
C 0.92 -5.99 -3.34
C 4.40 4.81 -4.09
C 1.49 -5.53 -1.08
C 0.43 -0.87 -6.38
C 0.06 -4.02 -2.30
C -2.49 3.31 0.05
C -5.23 0.29 0.65
C 2.45 2.25 -1.51
C 3.48 2.43 -3.79
C -2.29 0.82 1.95
C -5.84 1.10 1.61
C -2.83 -4.64 -0.36
C 3.61 3.65 -4.70
C 1.59 -6.35 -2.19
C -6.57 -0.81 2.85
C 3.64 1.07 0.33
H -0.04 -4.51 5.53
H 2.02 -5.80 -0.17
H 0.55 -3.00 3.65
H -1.51 3.71 0.29
H -0.52 -3.11 -2.36
H -3.68 -2.43 2.74
H 6.31 0.65 1.03
H -0.21 -6.20 0.88
H 4.17 1.26 -1.70
H -5.81 2.18 1.48
H 3.40 -3.66 -0.85
H 2.18 -7.26 -2.17
H 1.61 3.13 -3.06
H -3.22 1.14 2.43
H 2.41 -1.54 -6.88
H -3.31 -4.63 -1.33
H -7.09 -1.25 3.69
H 2.65 1.05 0.78
H -6.06 -2.70 2.00
H -0.79 -7.68 2.78
H 3.99 0.04 0.25
H -4.89 1.95 -0.65
H -2.12 -0.23 2.17
H 4.32 2.97 1.04
H 6.18 3.17 -0.71
H 4.31 6.38 -2.61
H -2.84 3.75 -0.88
H -1.46 1.40 2.35
H -3.19 3.54 0.85
H 3.70 4.84 -2.02
H 7.63 2.19 -0.53
H -1.88 -5.15 -0.44
H -0.70 -0.32 -3.24
H -4.69 -1.72 -1.20
H 6.64 2.25 1.66
H 5.78 -3.21 -0.34
H 4.44 2.26 -3.30
H -1.92 -2.51 2.92
H 2.28 -1.62 2.77
H -5.14 -3.03 -0.09
H 4.57 5.55 -4.88
H -4.64 0.38 -1.43
H 3.59 -1.51 -3.58
H 0.11 -0.82 -7.42
H -1.46 -0.18 -5.60
H -3.46 -5.15 0.37
H 5.39 4.45 -3.81
H 3.23 1.55 -4.38
H 4.67 -1.16 3.24
H 6.22 1.49 -1.28
H 2.61 3.99 -4.98
H -2.83 -4.00 2.58
H -6.97 1.22 3.43
H 4.10 3.33 -5.62
H 4.39 1.67 2.22
H -0.35 -4.59 -4.35
H 2.73 5.81 -3.13
*
```